Entry 1:
A molecular structure, C35H45AsN7O2S3Sn. Source: the OMol25 dataset; level of theory: ωB97M-V with the def2-TZVPD basis set.

Results
Net charge: +1
HOMO level: -0.28759 Eh
Frontier orbital gap: 0.2055 Ha
Energy relative to the best compared isomer or geometry (same formula, charge and spin): 69.6 kcal per mole
2S+1: 1
Lowest unoccupied orbital energy: -2.233 eV

Geometry as XYZ:
```
94
Properties=species:S:1:pos:R:3:forces:R:3:mulliken_charge:R:1
Sn -0.8347 1.3673 0.3522 -0.0574 0.0133 0.3157 0.870
C 2.4372 -2.8400 4.7724 0.0229 0.0325 -0.0019 -1.711
C 1.9230 -2.0675 3.5813 -0.0075 -0.0646 0.0319 1.526
C 2.4151 -2.3933 2.3413 -0.0570 0.1227 -0.0794 -2.403
C 1.7092 -2.3031 1.0089 0.0169 -0.0522 -0.0024 2.267
C 2.3531 -1.2462 0.0838 -0.0710 0.0370 -0.0159 -0.713
N 1.8084 -1.1774 -1.3090 -0.0226 -0.0370 0.0887 0.090
C 2.2521 -2.2286 -2.2613 -0.0221 -0.0188 -0.0074 -0.345
C 1.3173 -2.4135 -3.4546 -0.0539 0.0140 0.0700 -1.238
C -0.0599 -3.1208 -3.2094 0.0584 0.0306 0.1304 -0.607
N -0.3093 -3.7300 -1.9072 -0.0934 -0.0089 -0.0985 -0.049
C -1.0314 -3.1474 -0.8088 -0.0003 0.0422 0.0482 -0.838
C -2.4244 -2.6872 -1.1961 0.0956 -0.0349 -0.0483 -0.252
C -3.3496 -3.2474 -2.0535 -0.0649 -0.1012 -0.0147 -0.376
C -4.5941 -2.6358 -2.2295 -0.0193 -0.0228 -0.0402 0.514
C -5.6272 -3.2333 -3.1521 0.0498 0.0588 0.0320 -1.658
C -4.8703 -1.4629 -1.5310 -0.0688 -0.0059 -0.0080 -0.956
C -3.9393 -0.8640 -0.6789 -0.0983 0.1249 0.1000 0.383
C -4.2556 0.3513 0.0786 -0.0857 -0.1170 -0.1121 -0.652
N -3.3905 1.0649 0.6727 0.0116 0.1005 0.1180 0.081
C -3.8638 2.1807 1.4876 0.0975 -0.0571 -0.0175 -1.092
C -3.5544 1.9374 2.9673 0.0655 -0.0715 -0.0628 -0.673
C -2.1124 2.2304 3.3618 -0.0200 -0.0575 -0.0882 -0.874
N -1.1512 1.3493 2.6912 -0.1463 0.1150 -0.0723 0.490
C -0.1493 0.9306 3.3401 0.0966 -0.0380 0.0053 -1.349
C 0.8850 0.0006 2.7787 0.2821 0.0331 0.1018 2.624
C 1.0123 -1.0400 3.7904 0.0494 -0.0394 0.0051 -2.983
C 1.8708 0.0732 0.7780 0.1814 -0.0005 -0.0255 -0.615
O 1.8682 1.1224 -0.1547 0.0357 -0.0402 0.0503 -0.332
C -2.7304 -1.5198 -0.5463 0.0845 0.1021 0.0597 0.394
O -1.7060 -1.0795 0.2599 0.0365 -0.0413 -0.0882 -0.757
H 3.4621 -3.1774 4.6037 -0.0381 0.0148 0.0023 0.409
H 1.8247 -3.7307 4.9294 0.0035 0.0128 -0.0002 0.276
H 2.4105 -2.2413 5.6839 0.0058 -0.0199 -0.0240 0.433
H 3.2683 -3.0543 2.3194 -0.0122 -0.0510 -0.0503 0.169
H 3.4379 -1.3320 0.0342 0.0303 0.0013 -0.0382 0.879
H 2.0263 0.7070 -1.0221 0.0000 0.0369 -0.0163 0.857
H 2.3447 -3.1788 -1.7388 0.0384 0.0068 0.0011 -0.001
H 3.2412 -1.9424 -2.6230 0.0324 0.0407 -0.0149 0.543
H 1.8840 -3.0051 -4.1760 0.0071 -0.0208 -0.0123 0.500
H 1.1380 -1.4455 -3.9313 0.0329 -0.0115 -0.0161 0.297
H -0.1446 -3.9172 -3.9520 -0.0107 -0.0195 0.0031 0.606
H -0.8645 -2.4206 -3.4251 -0.0366 0.0114 0.0213 0.261
H 0.4326 -4.3272 -1.5878 0.0298 0.0033 0.0055 0.355
H -1.1140 -3.9092 -0.0288 0.0124 -0.0548 -0.0021 0.594
H -3.1083 -4.1659 -2.5784 -0.0076 0.0529 0.0077 0.398
H -5.2430 -4.1204 -3.6529 0.0063 0.0104 0.0169 0.345
H -5.9258 -2.5166 -3.9186 0.0011 -0.0125 0.0086 0.370
H -6.5242 -3.5199 -2.6019 0.0026 -0.0012 0.0064 0.368
H -5.8411 -0.9906 -1.6530 0.0500 -0.0205 -0.0003 0.496
H -5.3164 0.6183 0.1375 -0.0089 -0.0214 -0.0381 0.333
H -4.9354 2.3394 1.3435 -0.0508 -0.0206 -0.0035 0.599
H -3.3519 3.0917 1.1557 -0.0209 -0.0027 -0.0298 0.268
H -3.8012 0.9026 3.2185 -0.0312 0.0354 0.0214 0.353
H -4.1999 2.5813 3.5658 -0.0076 0.0200 0.0161 0.437
H -2.0001 2.1466 4.4450 0.0392 -0.0092 0.0217 0.413
H -1.8711 3.2638 3.0873 0.0301 -0.0132 -0.0243 0.275
H -0.0158 1.1971 4.3908 -0.0042 -0.0377 -0.0065 0.411
H 0.5881 -0.8656 4.7706 -0.0470 -0.0153 -0.0826 0.361
C 3.3437 -4.5466 0.3651 -0.0511 -0.0173 -0.0030 -1.024
S 1.6084 -4.0700 0.4401 -0.0002 0.1497 0.1036 -0.050
C -0.5240 -1.8137 -0.1279 0.0611 0.0469 -0.1394 0.697
S 0.1630 -0.7625 -1.4569 0.0747 -0.0393 0.0979 -0.003
N 0.3039 -1.7541 1.0686 -0.0542 0.0098 0.1356 -0.611
N 0.5182 -0.3477 1.3195 -0.2610 0.0307 -0.2836 0.532
C 2.2568 0.6041 2.1798 -0.3084 -0.0037 0.0756 -0.686
C 2.3212 2.0958 2.3148 0.1380 -0.0041 0.0661 -0.398
C 3.3564 2.7011 3.0177 0.0898 -0.0472 -0.0501 -0.572
C 3.3440 4.0746 3.2012 0.0655 -0.0020 0.0268 -0.704
C 2.2977 4.8130 2.6764 -0.0372 -0.0077 0.0075 -0.957
C 1.2980 4.1309 2.0013 -0.0151 -0.0762 -0.0381 -0.563
N 1.2974 2.8114 1.8283 -0.0346 0.0211 -0.0573 0.558
H 3.3499 -5.4924 -0.1753 0.0332 0.0083 -0.0084 0.439
H 3.9406 -3.8234 -0.1897 0.0075 -0.0076 0.0013 0.327
H 3.7648 -4.7062 1.3534 0.0155 0.0020 0.0029 0.351
H 3.1135 0.1082 2.6223 0.0272 -0.0021 0.0226 1.152
H 4.1633 2.0931 3.4069 -0.0352 0.0293 0.0066 0.539
H 4.1422 4.5619 3.7471 -0.0166 -0.0222 -0.0157 0.443
H 2.2483 5.8864 2.7955 -0.0145 -0.0123 -0.0139 0.448
H 0.4506 4.6659 1.5831 0.0007 0.0120 -0.0012 0.483
C 1.5470 3.0598 -4.7525 0.0443 0.0425 -0.0348 -1.078
As 0.2905 3.7168 -3.4553 -0.1216 -0.1020 0.0880 0.650
C 1.3502 4.3566 -1.9815 0.0437 0.0532 -0.0187 -0.814
C -0.4940 5.2800 -4.2505 0.0416 0.0328 -0.0254 -1.096
S -1.1328 2.2965 -2.9001 -0.0018 0.0241 -0.1346 -0.412
H 2.1690 3.8763 -5.1183 0.0109 -0.0237 -0.0009 0.402
H 0.9819 2.6213 -5.5708 0.0095 -0.0173 -0.0385 0.348
H 2.1687 2.2958 -4.2915 0.0025 -0.0263 0.0086 0.314
H 2.1244 5.0317 -2.3456 0.0046 -0.0059 0.0327 0.509
H 1.7978 3.5077 -1.4678 0.0101 -0.0206 0.0253 0.027
H 0.6930 4.8849 -1.2942 -0.0099 0.0142 0.0294 0.279
H 0.2779 5.9891 -4.5475 -0.0043 -0.0050 0.0046 0.398
H -1.1649 5.7350 -3.5266 -0.0287 0.0162 0.0139 0.333
H -1.0656 4.9614 -5.1183 -0.0279 0.0170 -0.0323 0.373
```
Forces are in eV/Å.

Entry 2:
C9H17NO3 in the gas phase in a non-equilibrium geometry. Source: the OMol25 dataset; level of theory: ωB97M-V with the def2-TZVPD basis set.

Results
Net charge: 0
HOMO level: -0.33337 Eh
Frontier orbital gap: 0.3626 Ha
Energy relative to the best compared isomer or geometry (same formula, charge and spin): 44.1 kcal per mole
2S+1: 1
Lowest unoccupied orbital energy: 0.794 eV
SMILES: OCC1(CO)COC2(CCCC2)N1

Geometry as XYZ:
```
30
Properties=species:S:1:pos:R:3:forces:R:3:mulliken_charge:R:1
O 0.3797 3.1843 1.1180 -0.4055 -0.0486 -0.1907 -0.650
C -0.6983 2.7401 0.2490 0.6433 -0.2710 1.0522 -0.863
C -0.2081 1.4857 -0.4897 -0.6136 -0.4780 -0.0368 1.449
C 0.7825 1.8827 -1.5714 0.3164 0.4724 0.5034 -0.977
O 2.0188 2.2907 -1.0149 0.5607 0.1414 0.0448 -0.582
C -1.3477 0.6434 -1.0980 0.6569 -0.2623 0.1094 -1.235
O -1.5239 -0.4261 -0.1609 -0.4403 -0.1035 -0.4916 -0.495
C -0.2412 -0.7536 0.3640 -0.0136 0.4924 0.3441 1.088
C 0.5751 -1.6950 -0.5210 -0.0093 -0.3200 -0.3703 -0.686
C 0.0742 -3.0652 -0.1240 0.3022 -0.1565 -0.1284 -0.832
C -0.0782 -2.9802 1.3921 -0.3806 0.0826 0.1172 -0.497
C -0.3859 -1.5118 1.7030 -1.0936 -0.1287 -0.5426 -1.367
N 0.3716 0.5423 0.4896 1.2710 1.1702 0.0985 -0.470
H 0.6204 2.4207 1.6885 -0.4273 0.3808 -0.6159 0.378
H -1.5969 2.5871 0.8648 0.1543 -0.3605 -0.2141 0.361
H -0.9368 3.5340 -0.4565 0.2589 0.1881 0.0172 0.387
H 0.3800 2.6836 -2.2019 -0.2100 -0.0670 -0.0194 0.414
H 0.9669 1.0208 -2.2049 0.3150 -0.1141 -0.0917 0.391
H 1.8978 2.9852 -0.3357 -0.3847 -0.4946 -0.4446 0.416
H -2.2443 1.2410 -1.2328 -0.3882 -0.3038 0.2688 0.416
H -1.0631 0.2405 -2.0916 -0.0692 0.1594 0.3803 0.378
H 1.6632 -1.6319 -0.3201 -0.5060 0.2769 0.0666 0.361
H 0.4096 -1.4854 -1.5797 0.1308 0.0800 -0.0081 0.330
H 0.7604 -3.8442 -0.4490 -0.1173 -0.2128 0.0059 0.431
H -0.8885 -3.2177 -0.5961 -0.2718 -0.2185 -0.0576 0.286
H -0.8760 -3.6272 1.7496 0.1729 -0.2098 0.1163 0.315
H 0.8474 -3.2065 1.9033 0.2335 -0.5315 0.0136 0.292
H 0.3302 -1.1433 2.3989 0.5663 0.5495 0.4835 0.264
H -1.3798 -1.3791 2.1686 0.3809 0.1430 -0.4683 0.347
H 1.3908 0.4851 0.3589 -0.6324 0.1444 0.0583 0.347
```
Forces are in eV/Å.

Entry 3:
2 unconnected molecules or ions with the total composition C5H8O4 in a non-equilibrium geometry. Source: the OMol25 dataset; level of theory: ωB97M-V with the def2-TZVPD basis set.

Results
Net charge: -2
HOMO level: -0.03318 Eh
Frontier orbital gap: 0.2728 Ha
Energy relative to the best compared isomer or geometry (same formula, charge and spin): 39.2 kcal per mole
2S+1: 1
Lowest unoccupied orbital energy: 6.520 eV

Geometry as XYZ:
```
17
Properties=species:S:1:pos:R:3:forces:R:3:mulliken_charge:R:1
C -0.6525 1.3089 1.0754 2.6966 -0.5198 -4.3440 -0.182
C -0.9677 0.6712 -0.3312 1.9375 5.2749 -2.4320 -1.057
C -0.6964 2.8057 0.8822 -1.1987 3.3406 2.3568 0.403
O -1.4395 3.4467 1.7391 0.5539 -1.2995 -0.7910 -0.805
O -0.0538 3.4413 0.0055 0.0509 -1.5767 -0.1769 -0.732
H -1.2040 0.8502 1.8101 -1.7135 -0.3131 1.8182 0.436
H 0.3850 0.9395 1.1898 -0.2222 0.4815 0.4270 0.049
H -0.0502 0.7892 -1.0561 -1.1773 -0.3448 1.7984 0.097
H -1.6244 1.3756 -0.9848 0.0361 -1.5346 1.4262 0.279
H -1.1766 -0.3165 -0.3128 -1.1937 -3.0650 -0.0022 0.496
C 0.7264 -2.1597 -1.1371 -2.0969 4.0639 1.4365 -0.865
C 1.4984 -2.1824 0.2064 0.1516 -2.2342 -1.3161 0.537
O 1.7496 -3.3823 0.4490 0.2771 -1.5936 1.1719 -0.747
O 1.9495 -1.2107 0.7860 -0.1393 1.8777 0.4320 -0.659
H 1.2071 -2.8003 -1.7700 1.4860 -1.3463 -1.8814 0.416
H 0.6732 -1.0761 -1.4446 0.1982 -1.2345 -0.4327 0.156
H -0.3243 -2.5003 -1.1068 0.3537 0.0235 0.5094 0.176
```
Forces are in eV/Å.

What is the formula in the third record?
C5H8O4